[1]
DFT (ωB97M-V/def2-TZVPD) results for C10H18N3O5PYb as an isolated structure.

ORCA input file:
```
! wB97M-V def2-TZVPD RIJCOSX def2/J DEFGRID3
* xyz 3 2
O -0.3605 -4.0255 -2.8393
C -0.3756 -2.8930 -2.8867
Yb -1.1231 -0.5810 -2.6665
O -3.0593 -0.5757 -5.9945
C -2.3458 -0.5834 -5.1172
C 1.6558 -0.5630 -3.1975
O 2.7787 -0.5699 -3.3670
C -0.3737 1.7193 -2.7832
O -0.3492 2.8814 -2.7697
C 2.3505 1.3011 1.4581
N 1.7051 0.4722 0.4247
C 2.6368 -0.6349 0.0365
P 0.0630 0.1309 0.5054
O -0.2511 -0.7653 -0.6705
N -0.3355 -0.7353 1.9137
C -1.6532 -1.4321 1.8862
C 0.6602 -1.7223 2.3987
N -0.9328 1.4749 0.2589
C -2.3935 1.2233 0.0376
C -0.7575 2.6746 1.0890
H 2.3690 0.7159 2.3944
H 1.8157 2.2389 1.6319
H 3.3911 1.5364 1.2173
H 2.2212 -1.2851 -0.7379
H 3.6075 -0.2578 -0.3177
H 2.8501 -1.2417 0.9395
H -1.6433 -2.1963 1.0867
H -1.8282 -1.9703 2.8254
H -2.4955 -0.7470 1.7258
H 0.8667 -2.4563 1.5940
H 1.5960 -1.2554 2.7215
H 0.2660 -2.3028 3.2400
H -2.8958 1.1492 1.0246
H -2.8851 2.0542 -0.4966
H -2.5950 0.2974 -0.5298
H -0.7797 2.3514 2.1435
H 0.1812 3.1876 0.8683
H -1.5810 3.3853 0.9526
*
```

Expectation value of S² = 0.751
Frontier orbital gap (alpha / beta) = 0.2148 / 0.1469 Eh

***

[2]
DFT (ωB97M-V/def2-TZVPD) results for an isolated ion of composition C10H18N3OS and charge +1.

ORCA input file:
```
! wB97M-V def2-TZVPD RIJCOSX def2/J DEFGRID3
* xyz 1 1
C 1.5851 1.7364 -3.6314
C 0.7431 0.4595 -3.6639
N 1.1292 -0.5239 -2.6056
C 0.6687 -0.5644 -1.3880
C 1.4466 -1.2863 -0.3923
C 1.5762 -0.4660 0.8916
N 0.5901 0.2646 1.2807
C -0.5838 0.4390 0.4420
C -1.3297 1.7700 0.6579
C -1.5459 -0.9364 0.8055
S -1.9829 -1.8283 -0.4406
O -1.7302 -1.3470 1.9959
C -1.4996 -0.4886 3.1552
C -1.0186 -1.4154 4.2895
N -0.2512 0.2340 -0.9705
H 1.0466 2.6548 -3.1882
H 2.3614 1.5551 -2.8951
H 2.0586 1.9742 -4.5792
H -0.3714 0.6962 -3.6654
H 0.8946 -0.0326 -4.6697
H 2.0253 -1.0806 -2.8110
H 2.4941 -1.5961 -0.7110
H 0.8495 -2.1293 -0.1500
H 2.4177 -0.4984 1.4429
H -1.2062 2.0967 1.6128
H -2.3362 1.6421 0.5409
H -0.9717 2.5536 0.0725
H -0.8118 0.4122 2.9650
H -2.4458 -0.1190 3.4171
H -1.8553 -2.1867 4.3170
H 0.0258 -1.6753 4.1857
H -1.0745 -1.0998 5.3366
H -0.8980 0.7858 -1.6474
*
```

SMILES = CC/[NH+]=C1/CC=N[C@](C)(C(=S)OCC)N1
ΔE to the lowest compared entry with this formula, charge and spin = 0.0 kJ/mol
Frontier orbital gap = 0.3254 Eh

***

[3]
DFT (ωB97M-V/def2-TZVPD) results for C10H18NNaO6SSe as an isolated structure.

ORCA input file:
```
! wB97M-V def2-TZVPD RIJCOSX def2/J DEFGRID3
* xyz -2 1
Na 0.0626 0.0402 0.1381
C 0.7629 1.8409 -4.4641
C 1.9998 1.4474 -3.9802
C 2.0436 0.5107 -2.9594
N 0.9570 -0.0545 -2.4450
C -0.2334 0.3481 -2.8917
C -0.3756 1.2914 -3.9029
H 0.6892 2.5981 -5.2373
H 2.9181 1.8898 -4.3447
H 2.9848 0.2326 -2.5013
H -1.0905 -0.0723 -2.3642
H -1.3666 1.6143 -4.1964
C 1.1013 0.2060 3.8534
S 2.1482 -0.5023 2.5792
C 2.9474 -1.7548 3.6282
O 1.2535 -1.3190 1.7080
H 1.7340 0.6400 4.6302
H 0.4377 -0.5593 4.2575
H 0.5684 0.9963 3.3188
H 3.5567 -1.2742 4.3952
H 3.5837 -2.3460 2.9710
H 2.1866 -2.3957 4.0764
O 2.4485 3.8249 1.0422
Se 1.7424 2.5556 0.2949
O 2.8475 1.4282 -0.1785
O 0.7314 1.7630 1.3613
O 0.8464 3.0098 -0.9986
C -3.8372 -0.4523 0.8774
C -3.1426 -1.1549 -0.3088
C -3.2154 -2.6829 -0.0893
O -1.8804 -0.7261 -0.4894
H -4.8843 -0.7612 1.0020
H -3.7992 0.6282 0.7271
H -3.2885 -0.6808 1.7972
H -3.7992 -0.9510 -1.2014
H -2.6352 -2.9397 0.8028
H -2.7593 -3.1905 -0.9425
H -4.2443 -3.0482 0.0347
*
```

ΔE to the lowest compared entry with this formula, charge and spin = 0.0 kJ/mol
Frontier orbital gap = 0.2081 Eh

***

[4]
DFT (ωB97M-V/def2-TZVPD) results for an isolated ion of composition C10H18NOS and charge +1.

ORCA input file:
```
! wB97M-V def2-TZVPD RIJCOSX def2/J DEFGRID3
* xyz 1 1
C -3.0442 -0.9697 0.2630
C -1.9979 -0.4881 -0.7841
C -1.3870 0.8430 -0.3000
C -0.0834 1.0061 0.0935
C 0.5982 2.3308 0.2714
C -0.4145 3.3362 0.4899
S 2.1696 2.6285 0.0355
N 0.7789 -0.2016 0.2528
C 1.4856 -0.4209 -1.0218
C 2.4135 -1.7371 -0.8990
O 3.3260 -1.4686 0.1388
C 2.7361 -1.3527 1.3682
C 1.7399 -0.1673 1.4291
H -4.0265 -0.6480 0.0706
H -2.8281 -0.5058 1.1970
H -3.0990 -2.0504 0.2934
H -1.2367 -1.1609 -0.8330
H -2.4709 -0.3140 -1.7236
H -1.9116 1.6954 -0.3066
H 0.1728 4.2225 0.8812
H -1.0588 3.0762 1.3550
H -0.9977 3.7352 -0.3461
H 0.1809 -1.0619 0.3644
H 2.1037 0.3679 -1.1554
H 0.8025 -0.5223 -1.8761
H 1.5652 -2.4353 -0.7701
H 2.8981 -1.8346 -1.8756
H 3.6116 -1.2580 2.0677
H 2.2106 -2.2795 1.4736
H 1.2380 -0.0761 2.3530
H 2.2239 0.7933 1.4157
*
```

SMILES = CC/C=C(/C(C)=S)[NH+]1CCOCC1
ΔE to the lowest compared entry with this formula, charge and spin = 127.5 kJ/mol
Frontier orbital gap = 0.2911 Eh

***

[5]
DFT (ωB97M-V/def2-TZVPD) results for a 2-piece molecular cluster, C10H18O2Si overall.

ORCA input file:
```
! wB97M-V def2-TZVPD RIJCOSX def2/J DEFGRID3
* xyz 0 1
C -1.3238 -2.6401 1.2059
Si -0.0490 -2.5991 -0.1964
C 0.9560 -0.9952 -0.1326
C 1.5716 -0.5180 0.9470
C 2.5093 0.6531 0.9087
C 2.9302 0.8835 -0.5401
C 1.6767 0.8508 -1.4074
O 1.0487 -0.4151 -1.3739
H -1.9742 -1.7723 1.1782
H -1.9477 -3.5260 1.1312
H -0.8358 -2.6679 2.1781
H 0.8844 -3.7309 -0.0348
H -0.6660 -2.7246 -1.5219
H 1.4341 -1.0221 1.8902
H 3.3820 0.4449 1.5332
H 2.0285 1.5502 1.3122
H 3.4466 1.8342 -0.6650
H 3.5954 0.0796 -0.8592
H 0.9665 1.6128 -1.0576
H 1.9064 1.0421 -2.4597
O -2.6349 -0.6709 -1.3544
C -2.0204 0.5573 -1.3621
C -1.9148 1.2877 -0.2805
C -2.1696 1.4647 1.1525
C -1.4898 2.5452 0.3396
H -2.4429 -1.1292 -2.1768
H -1.6372 0.9013 -2.3160
H -1.5722 0.9039 1.8596
H -3.1861 1.6313 1.4824
H -2.0380 3.4503 0.1158
H -0.4340 2.7185 0.5037
*
```

SMILES = C[SiH2]C1=CCCCO1.OC=C1CC1
ΔE to the lowest compared entry with this formula, charge and spin = 140.5 kJ/mol
Frontier orbital gap = 0.3442 Eh

***

[6]
DFT (ωB97M-V/def2-TZVPD) results for C10H18P as an isolated structure.

ORCA input file:
```
! wB97M-V def2-TZVPD RIJCOSX def2/J DEFGRID3
* xyz 1 1
C -0.5626 -0.9385 -2.7395
C 0.0155 0.2933 -3.2306
C -1.3382 -0.6221 -1.6140
C -0.3889 1.2786 -2.4530
C -1.2131 0.8066 -1.3395
C 1.3919 1.2575 -0.4122
C -1.4786 -0.9056 2.0144
C 0.8942 -1.6716 0.6110
C 0.8994 0.3850 2.9293
C 0.0363 1.1301 0.1942
P 0.0375 -0.2936 1.3204
H -0.3938 -1.9337 -3.0638
H 0.4921 0.3215 -4.2359
H -1.8604 -1.3422 -0.9708
H -0.2265 2.3154 -2.6689
H -2.0487 1.4468 -1.1169
H 1.3809 2.0115 -1.2464
H 1.5747 0.2859 -0.8560
H 2.1759 1.5448 0.2086
H -2.1637 -0.1335 2.2602
H -1.0070 -1.3697 2.9769
H -2.1834 -1.4992 1.4815
H 1.0459 -2.4512 1.3749
H 1.7732 -1.2388 0.2507
H 0.5041 -2.1532 -0.3162
H 0.0796 0.9710 3.4532
H 1.9061 0.8850 2.7554
H 1.0951 -0.3811 3.6742
H -0.4374 2.0011 0.7588
*
```

ΔE to the lowest compared entry with this formula, charge and spin = 159.0 kJ/mol
Frontier orbital gap = 0.3090 Eh

***

no.,M (g/mol),F_max (Eh/bohr)
1,464.3,0.1347
2,228.3,0.1112
3,382.3,0.0067
4,200.3,0.0998
5,198.3,0.0172
6,169.2,0.0767